Here is a structure of composition C15H12Cl4F6NO2PdSb from OMol25. Energies are from ωB97M-V with the def2-TZVPD basis set.

Atoms and positions in Å:
Pd: 0.015 0.150 -0.149
C: -0.066 -1.498 2.576
N: 0.186 -0.096 2.264
C: -0.804 0.753 2.910
C: 1.558 0.276 2.619
C: 2.550 -0.047 1.518
C: 3.897 -0.233 1.811
C: 4.816 -0.411 0.789
C: 4.395 -0.419 -0.530
C: 3.046 -0.266 -0.826
C: 2.115 -0.066 0.187
H: 0.051 -1.676 3.657
H: 0.632 -2.128 2.024
H: -1.080 -1.762 2.279
H: -0.817 0.595 3.998
H: -1.791 0.523 2.510
H: -0.595 1.803 2.707
H: 1.857 -0.209 3.562
H: 1.585 1.359 2.778
H: 4.238 -0.237 2.839
H: 5.865 -0.542 1.021
H: 5.111 -0.555 -1.329
H: 2.725 -0.286 -1.863
Cl: -3.467 -4.733 -3.663
C: -2.458 -3.398 -3.300
C: -1.910 -2.637 -4.339
Cl: -2.240 -3.067 -5.967
C: -1.120 -1.542 -4.053
Cl: -0.456 -0.595 -5.325
C: -0.812 -1.154 -2.723
O: -0.089 -0.155 -2.455
C: -1.366 -1.973 -1.640
O: -1.094 -1.693 -0.428
C: -2.193 -3.060 -1.985
Cl: -2.854 -3.988 -0.695
F: -1.449 1.927 0.126
Sb: -2.563 3.566 -0.018
F: -0.935 4.558 -0.161
F: -2.382 3.678 1.898
F: -3.656 5.125 -0.101
F: -4.064 2.414 0.236
F: -2.637 3.342 -1.898

Charge ... -1
Strongest force on any atom ... 3.980 eV/A
Calculated total energy ... -97751.7115 eV
Multiplicity ... 2